Version P
C3H8ClP | ωB97M-V/def2-TZVPD

Output
gap between HOMO and LUMO	10.431	eV
SMILES string	CP[C@@H](C)Cl

Bonds (Å) are listed after each position.
CARTESIAN COORDINATES (ANGSTROEM)
1 C 1.45165 0.85749 -0.62339  C3 1.485, H6 1.063, H7 1.146, H8 1.133
2 C -1.73493 0.05447 0.49826  P4 1.792, H9 1.149, H10 1.179, H11 1.112
3 C 0.75182 -0.40864 -0.28736  C1 1.485, P4 1.899, Cl5 1.863, H12 1.245
4 P -0.21334 -0.36302 1.34791  C2 1.792, C3 1.899, H13 1.404
5 Cl 2.06450 -1.68572 0.05639  C3 1.863
6 H 2.21303 1.16675 0.05067  C1 1.063
7 H 1.81591 0.62171 -1.68445  C1 1.146
8 H 0.65070 1.65884 -0.63868  C1 1.133
9 H -2.58993 -0.37678 1.13405  C2 1.149
10 H -1.85556 -0.36947 -0.59524  C2 1.179
11 H -1.88052 1.15589 0.55596  C2 1.112
12 H -0.12624 -0.58442 -1.15255  C3 1.245
13 H -0.54709 -1.72710 1.33842  P4 1.404

=====

Version Q
C3H8ClP | ωB97M-V/def2-TZVPD

Output
gap between HOMO and LUMO	10.908	eV
SMILES string	CC(C)(P)Cl

Bonds (Å) are listed after each position.
CARTESIAN COORDINATES (ANGSTROEM)
1 C 0.25576 0.45332 -1.49764  C3 1.460, H6 1.072, H7 1.077, H8 1.072
2 C 0.01998 0.59664 1.15426  C3 1.587, H9 1.094, H10 1.119, H11 1.091
3 C 0.61706 -0.03926 -0.17162  C1 1.460, C2 1.587, P4 1.869, Cl5 2.030
4 P 0.79890 -1.89494 -0.04986  C3 1.869, H12 1.420, H13 1.379
5 Cl 2.57325 0.43696 0.08505  C3 2.030
6 H 0.82369 0.04513 -2.31001  C1 1.072
7 H -0.80889 0.28831 -1.49922  C1 1.077
8 H 0.23648 1.52240 -1.57575  C1 1.072
9 H -1.05801 0.59097 0.96724  C2 1.094
10 H 0.27648 1.63002 1.49768  C2 1.119
11 H 0.29676 -0.04661 1.99097  C2 1.091
12 H -0.58080 -2.20870 0.06645  P4 1.420
13 H 0.64296 -1.82936 1.31825  P4 1.379

=====

Result of the stability comparison: version P is the least stable of them.

=====

Version P
C2H3N3OS | ωB97M-V/def2-TZVPD

Output
gap between HOMO and LUMO (alpha / beta)	6.708 / 6.385	eV

Bonds (Å) are listed after each position.
CARTESIAN COORDINATES (ANGSTROEM)
1 C -0.80210 -0.33183 0.70741  N3 1.181, N5 1.281
2 C 0.07131 0.93236 -1.13353  N3 1.368, N4 1.342, S7 1.664
3 N -0.78589 0.43452 -0.19130  C1 1.181, C2 1.368
4 N 1.32139 0.44809 -1.06587  C2 1.342, O6 1.287, H8 1.022
5 N -1.06322 -1.08019 1.71423  C1 1.281, H9 1.013, H10 1.013
6 O 1.76544 -0.40983 -0.21475  N4 1.287
7 S -0.44496 2.05226 -2.25067  C2 1.664
8 H 1.97290 0.81573 -1.76162  N4 1.022
9 H -0.73474 -0.80712 2.63261  N5 1.013
10 H -1.30012 -2.05399 1.56349  N5 1.013

=====

Version Q
C2H3N3OS | ωB97M-V/def2-TZVPD

Output
gap between HOMO and LUMO (alpha / beta)	7.395 / 7.233	eV

Bonds (Å) are listed after each position.
CARTESIAN COORDINATES (ANGSTROEM)
1 C -0.59524 -1.59968 0.83232  N3 1.419, N4 1.239, H8 1.156
2 C 0.67562 -0.15238 -0.56533  N3 1.212, S7 1.677
3 N 0.37298 -1.24718 -0.14313  C1 1.419, C2 1.212
4 N -1.19287 -0.61670 1.29374  C1 1.239, N5 1.275
5 N -0.86092 0.61022 1.18869  N4 1.275, H9 1.057
6 O 1.54577 1.81805 -2.01433  S7 1.693, H10 0.931
7 S 0.44241 1.49553 -0.77141  C2 1.677, O6 1.693
8 H -0.84749 -2.66902 1.19089  C1 1.156
9 H -1.71268 1.22748 1.08076  N5 1.057
10 H 2.17242 1.13368 -2.09219  O6 0.931

=====

Result of the stability comparison: version Q is the least stable of them.